1.
Here is a molecular structure, C8H5NO5V in a non-equilibrium geometry from the Open Molecules 2025 dataset. Energies are from ωB97M-V/def2-TZVPD.

Structure (XYZ):
```
20
Properties=species:S:1:pos:R:3:mulliken_charge:R:1
O 0.0122 4.6993 0.1513 -0.067
C 0.0552 3.5641 0.0376 0.090
V 0.0493 -0.9414 -0.0805 0.104
O -0.0717 -0.0250 -3.0170 0.029
C 0.0082 -0.2025 -1.8532 0.560
C 0.0152 -2.9899 -0.0100 0.433
O -0.0040 -4.1171 0.2722 0.067
C -1.6645 -0.0080 0.2679 0.676
O -2.7508 0.2617 0.6326 0.006
C 1.7350 0.0109 0.2718 0.635
O 2.8617 0.2647 0.4366 0.009
C -0.5334 -0.3470 5.3302 -1.182
C 0.4937 0.2991 4.4005 -0.076
C 0.2442 -0.0704 3.0504 0.181
N 0.0007 -0.2163 1.9226 -0.259
H -1.5252 0.0562 5.1221 0.376
H -0.3274 -0.1928 6.3874 0.354
H -0.5806 -1.4248 5.1599 0.390
H 0.4597 1.4002 4.4184 0.331
H 1.5222 -0.0212 4.6314 0.342
```

Properties
Calculated total energy ... -45753.58910 eV
E_LUMO (alpha / beta) ... -0.625 / -0.605 hartree
Charge ... +3
HOMO-LUMO gap (alpha / beta) ... 5.46 / 5.98 eV
Relative energy (zero: lowest compared OMol25 entry of this formula, charge and spin) ... 0.299 eV
Spin multiplicity ... 3
E_HOMO (alpha / beta) ... -22.454 / -22.444 eV

2.
Here is C8H6 in the gas phase in a non-equilibrium geometry from the Open Molecules 2025 dataset. Energies are from ωB97M-V/def2-TZVPD.

Structure (XYZ):
```
14
Properties=species:S:1:pos:R:3:mulliken_charge:R:1
C 1.9609 -0.4724 0.0349 0.726
C 3.1114 0.5480 -0.0002 -1.153
C -0.5856 1.2571 0.1168 -0.389
C 0.6605 1.7738 -0.0343 -0.548
C -0.6792 -0.2523 0.2891 -0.619
C 1.4876 -1.7062 0.2823 -0.612
C 0.4980 -0.8637 -0.4269 -0.340
C 1.8852 1.0045 0.0034 0.681
H -1.5770 1.7715 0.1612 0.367
H 0.8649 2.7029 -0.3829 0.444
H -0.6825 -0.3529 1.4012 0.273
H -1.5116 -0.6871 -0.1240 0.432
H 1.7432 -2.6650 0.1591 0.355
H 0.3231 -1.0163 -1.4756 0.382
```

Properties
Calculated total energy ... -8385.45279 eV
E_LUMO ... 0.010 hartree
Charge ... 0
HOMO-LUMO gap ... 8.74 eV
Relative energy (zero: lowest compared OMol25 entry of this formula, charge and spin) ... 3.782 eV
Spin multiplicity ... 1
E_HOMO ... -8.475 eV

3.
Here is a molecular structure, C8H6BClCuO4 from the Open Molecules 2025 dataset. Energies are from ωB97M-V/def2-TZVPD.

Structure (XYZ):
```
21
Properties=species:S:1:pos:R:3:mulliken_charge:R:1
Cu 0.8866 -0.7757 -1.6099 -0.742
O -1.1116 0.4097 0.4154 -0.403
B 0.0949 -0.3252 0.1840 0.809
O 0.6043 -0.6366 1.4875 -0.345
C -0.2403 -0.1186 2.4091 0.613
C -0.1721 -0.1629 3.7855 -0.805
C -1.1955 0.4620 4.4992 -0.433
C -2.2413 1.0998 3.8460 -0.425
C -2.3074 1.1403 2.4526 -0.787
C -1.2933 0.5232 1.7511 0.635
H 0.6491 -0.6641 4.2817 0.407
H -1.1706 0.4461 5.5820 0.342
H -3.0222 1.5767 4.4258 0.342
H -3.1182 1.6363 1.9349 0.408
Cl 3.8927 -1.0673 -5.4660 -0.236
C 2.1288 -0.8453 -5.6290 -0.336
C 1.4647 -0.3497 -4.3225 0.729
O 0.8459 0.7082 -4.3800 -0.642
O 1.6278 -1.1324 -3.3318 -0.628
H 1.7131 -1.8117 -5.9043 0.226
H 1.9647 -0.1128 -6.4113 0.270
```

Properties
Calculated total energy ... -74426.46346 eV
E_LUMO ... 0.114 hartree
Charge ... -1
HOMO-LUMO gap ... 7.84 eV
Relative energy (zero: lowest compared OMol25 entry of this formula, charge and spin) ... 0.029 eV
Spin multiplicity ... 1
E_HOMO ... -4.729 eV